# C4H10N4

One molecule with the formula C4H10N4 in a non-equilibrium geometry (wB97M-V/def2-TZVPD, OMol25).

The geometry in ORCA input format:
```
! wB97M-V def2-TZVPD RIJCOSX def2/J DEFGRID3
* xyz 0 1
C -1.5621 -0.7751 -0.8173
C -0.3578 0.0807 -0.4638
C 0.9385 -0.8151 -0.1705
C 2.2069 -0.2512 -0.7370
N 1.0274 -0.6502 1.2848
N 0.2270 0.1439 1.8101
N -0.5537 0.8062 0.9935
N -1.5890 1.6651 1.3533
H -2.5004 -0.2596 -0.9657
H -1.7997 -1.3637 -0.0288
H -1.1896 -1.5348 -1.5827
H -0.2758 0.8931 -1.3141
H 0.7536 -1.8109 -0.4770
H 2.6015 0.5169 -0.1805
H 2.1334 0.1221 -1.7018
H 3.1254 -0.9539 -0.7694
H -1.2261 2.6842 1.4626
H -1.9595 1.5024 2.3041
*
```

HOMO ... -8.4897 eV
SMILES string ... C[C@@H]1[C@@H](C)N=NN1N
Energy relative to the best compared isomer or geometry (same formula, charge and spin) ... 396.85 kJ/mol
Molar mass ... 114.2 Da